This record from the OMol25 dataset describes an isolated molecule of C5H10O2. The level of theory is wB97M-V/def2-TZVPD.

The geometry in XYZ format:
```
17
C5H10O2 wB97M-V/def2-TZVPD
C -1.461 -0.605 -0.576
C -0.685 0.116 0.523
C 0.589 -0.657 0.986
O 0.643 -2.059 0.877
C 1.361 0.143 -0.058
C 0.291 1.220 0.007
O 0.074 1.830 -1.242
H -2.285 0.018 -0.935
H -1.873 -1.539 -0.181
H -0.865 -0.864 -1.461
H -1.368 0.419 1.322
H 0.863 -0.396 2.017
H 1.029 -2.257 0.013
H 2.422 0.367 0.036
H 1.163 -0.356 -1.011
H 0.502 1.973 0.781
H -0.421 2.646 -1.108
```

Computed properties:
SMILES = C[C@@H]1[C@H](O)C[C@@H]1O
Strongest force on any atom = 0.371 eV Å⁻¹
ΔE to the lowest compared entry with this formula, charge and spin = 183.5 kJ/mol
Net charge = 0
HOMO level = -9.823 eV
Gap between HOMO and LUMO = 0.3911 Ha
2S+1 = 1
Molecular weight = 102.13 g mol⁻¹